Entry 1:
Computed, not measured: a 8-piece molecular cluster, C40H104N8O12 overall in a non-equilibrium geometry, with wB97M-V/def2-TZVPD.

Each line ends with the Mulliken charge.
Geometry (Å):
1 C 21.31 17.72 17.70  -0.756
2 O 20.56 18.22 16.58  -0.113
3 C 20.92 19.55 16.43  -1.039
4 C 20.34 20.13 15.12  1.033
5 C 21.08 19.44 13.98  -1.221
6 N 20.53 21.59 15.09  -0.726
7 H 22.33 17.57 17.41  0.444
8 H 20.80 16.76 18.05  -0.096
9 H 21.39 18.45 18.56  0.424
10 H 20.58 20.09 17.29  0.427
11 H 22.01 19.61 16.44  0.407
12 H 19.26 19.94 15.10  -0.257
13 H 22.12 19.90 13.90  0.365
14 H 20.73 19.61 12.95  0.333
15 H 21.09 18.39 14.21  0.218
16 H 21.51 21.79 14.96  0.283
17 H 20.12 21.93 15.93  0.235
18 C 18.67 9.37 20.64  -0.790
19 O 19.24 10.28 19.66  -0.419
20 C 18.17 10.63 18.72  -0.946
21 C 18.76 11.49 17.62  1.602
22 C 19.78 10.78 16.78  -1.390
23 N 19.25 12.75 18.23  -0.274
24 H 18.33 8.42 20.20  0.279
25 H 17.84 9.89 21.06  0.310
26 H 19.34 9.17 21.47  0.296
27 H 17.65 9.77 18.30  0.591
28 H 17.37 11.16 19.24  0.402
29 H 17.98 11.83 16.99  -0.841
30 H 19.31 9.95 16.27  0.322
31 H 20.71 10.47 17.34  0.263
32 H 20.07 11.47 15.98  0.315
33 H 19.79 13.20 17.50  0.072
34 H 19.98 12.53 18.91  0.345
35 C 14.76 12.31 18.58  -1.394
36 O 15.67 12.88 17.66  0.418
37 C 15.96 14.25 17.97  -0.167
38 C 14.83 15.27 17.83  0.475
39 C 14.27 15.18 16.44  -0.742
40 N 15.28 16.65 18.05  -0.546
41 H 15.15 12.57 19.55  0.442
42 H 14.65 11.25 18.47  0.229
43 H 13.77 12.74 18.42  0.335
44 H 16.35 14.29 18.96  0.640
45 H 16.73 14.63 17.30  -0.629
46 H 14.09 15.00 18.57  0.323
47 H 13.52 15.95 16.18  0.343
48 H 13.91 14.16 16.25  -0.111
49 H 15.08 15.30 15.73  0.011
50 H 16.05 16.86 17.44  0.037
51 H 15.77 16.65 18.95  0.301
52 C 16.62 17.86 14.69  -0.982
53 O 16.97 16.52 14.95  0.057
54 C 18.34 16.21 14.65  -0.744
55 C 18.73 14.85 15.16  2.120
56 C 20.09 14.52 14.76  -1.913
57 N 17.83 13.92 14.48  -0.074
58 H 16.53 18.03 13.62  0.281
59 H 17.38 18.55 15.09  0.204
60 H 15.72 18.08 15.21  0.385
61 H 18.43 16.03 13.55  0.247
62 H 19.01 17.00 15.02  0.081
63 H 18.70 14.77 16.25  -0.502
64 H 20.80 15.27 15.22  0.176
65 H 20.32 14.53 13.72  0.447
66 H 20.45 13.62 15.20  0.296
67 H 16.90 14.33 14.75  0.049
68 H 17.92 13.04 15.02  -0.091
69 C 12.61 18.35 20.00  -0.521
70 O 12.70 19.76 20.23  -0.299
71 C 11.93 20.46 21.11  -0.484
72 C 12.75 21.20 22.19  -0.522
73 N 11.92 22.04 23.00  -0.266
74 C 12.62 22.94 23.94  -0.537
75 C 11.67 23.88 24.58  -0.663
76 O 10.83 23.15 25.45  -0.321
77 C 9.58 23.63 25.77  -0.696
78 H 11.61 17.91 20.21  0.329
79 H 13.34 17.85 20.62  0.215
80 H 12.84 18.26 18.94  0.159
81 H 11.17 19.84 21.56  0.329
82 H 11.43 21.28 20.58  0.243
83 H 13.45 21.88 21.70  0.295
84 H 13.33 20.47 22.85  0.223
85 H 11.39 21.39 23.63  0.198
86 H 13.30 23.52 23.29  0.446
87 H 13.09 22.40 24.75  0.306
88 H 11.04 24.30 23.77  0.344
89 H 12.15 24.73 25.09  0.398
90 H 9.05 23.01 26.48  0.244
91 H 8.99 23.66 24.82  0.297
92 H 9.66 24.66 26.20  0.271
93 C 16.36 9.04 14.47  -1.022
94 O 16.82 10.13 13.73  0.104
95 C 17.53 9.75 12.50  -0.852
96 C 17.69 11.01 11.67  -0.264
97 N 16.49 11.62 11.21  -0.040
98 C 16.64 12.48 10.09  -0.753
99 C 17.84 13.59 10.17  -0.281
100 O 18.92 13.02 9.50  -0.333
101 C 20.11 13.66 9.72  -0.748
102 H 17.18 8.65 15.07  0.336
103 H 15.77 8.30 13.86  0.352
104 H 15.69 9.35 15.26  0.209
105 H 16.84 9.08 11.98  0.419
106 H 18.52 9.26 12.78  0.280
107 H 18.25 10.61 10.81  0.468
108 H 18.43 11.72 12.12  0.067
109 H 15.99 12.11 11.92  -0.206
110 H 15.70 13.08 9.95  0.219
111 H 16.89 11.94 9.14  0.415
112 H 18.04 13.83 11.21  0.078
113 H 17.55 14.49 9.68  0.618
114 H 20.05 14.75 10.02  0.281
115 H 20.74 13.74 8.86  0.324
116 H 20.72 13.24 10.60  0.230
117 C 18.99 16.07 20.44  -0.189
118 O 19.86 15.74 21.52  -0.381
119 C 19.67 14.50 22.08  -0.166
120 C 20.85 14.33 23.04  -0.746
121 N 21.04 12.99 23.37  -0.397
122 C 20.00 12.35 24.16  -0.460
123 C 20.03 12.93 25.56  -0.453
124 O 19.47 11.91 26.39  -0.329
125 C 19.37 12.36 27.74  -0.762
126 H 18.87 15.13 19.85  -0.061
127 H 19.42 16.86 19.83  0.153
128 H 18.02 16.35 20.88  0.308
129 H 19.56 13.64 21.37  0.170
130 H 18.75 14.56 22.67  0.206
131 H 20.70 14.83 23.94  0.329
132 H 21.71 14.76 22.55  0.469
133 H 21.89 12.88 23.87  0.253
134 H 20.29 11.37 24.22  0.361
135 H 18.97 12.50 23.67  0.178
136 H 19.55 13.92 25.74  0.298
137 H 21.08 13.06 25.81  0.320
138 H 20.31 12.51 28.23  0.308
139 H 18.84 11.52 28.28  0.230
140 H 18.76 13.24 27.79  0.335
141 C 11.79 8.88 12.42  -0.380
142 O 10.94 9.43 13.32  -0.385
143 C 11.54 9.62 14.60  -0.528
144 C 12.01 11.11 14.74  -0.828
145 N 13.27 11.27 14.01  0.655
146 C 13.80 12.64 13.96  0.203
147 C 13.44 13.20 12.56  -0.851
148 O 12.06 13.28 12.49  -0.355
149 C 11.65 13.93 11.31  -0.802
150 H 11.17 8.84 11.52  0.251
151 H 12.18 7.87 12.72  0.244
152 H 12.69 9.58 12.25  0.044
153 H 12.38 8.92 14.79  0.278
154 H 10.72 9.50 15.35  0.347
155 H 12.05 11.39 15.79  0.300
156 H 11.27 11.69 14.22  0.432
157 H 13.93 10.58 14.34  -0.228
158 H 14.93 12.63 14.03  0.006
159 H 13.36 13.25 14.69  -0.062
160 H 13.96 12.46 11.89  0.280
161 H 13.96 14.13 12.27  0.543
162 H 12.29 13.49 10.47  0.298
163 H 11.80 15.01 11.42  0.286
164 H 10.64 13.73 11.11  0.297

Properties
**Multiplicity**: 1
**Charge**: 0

=====

Entry 2:
Computed, not measured: C40H105F3N9O11Sr as an isolated structure in a non-equilibrium geometry, with wB97M-V/def2-TZVPD.

Each line ends with the Mulliken charge.
Geometry (Å):
1 Sr -2.13 -0.39 -3.97  1.455
2 C -0.03 -0.60 -0.92  0.064
3 O -0.04 0.83 -1.03  0.870
4 O -0.65 -1.15 -1.98  -0.587
5 C 1.37 -1.08 -0.50  0.246
6 F 2.42 -0.72 -1.27  -0.149
7 F 1.63 -0.72 0.77  -0.206
8 F 1.55 -2.44 -0.42  -0.090
9 C -0.23 1.55 0.20  0.368
10 C -0.09 3.02 -0.11  -1.644
11 H 0.97 3.30 -0.05  0.339
12 H -0.59 3.43 -0.99  0.241
13 H -0.50 3.60 0.72  0.225
14 H 0.59 1.24 0.87  0.342
15 H -1.17 1.24 0.67  -0.552
16 H -0.61 -0.89 -0.03  0.109
17 C 8.69 -1.52 -1.05  -1.531
18 C 8.31 -0.42 -0.06  0.479
19 C 6.78 -0.41 0.14  -0.567
20 O 6.33 -1.63 0.67  -0.419
21 C 4.92 -1.67 0.72  -0.608
22 N 9.09 -0.57 1.18  -0.725
23 H 9.76 -1.61 -1.24  0.410
24 H 8.30 -1.32 -2.05  0.356
25 H 8.30 -2.50 -0.78  0.305
26 H 8.53 0.58 -0.46  0.162
27 H 6.41 -0.25 -0.88  0.229
28 H 6.50 0.45 0.76  0.396
29 H 4.65 -2.57 1.28  0.370
30 H 4.47 -1.59 -0.27  0.170
31 H 4.54 -0.85 1.34  0.318
32 H 8.62 0.03 1.86  0.273
33 H 8.97 -1.51 1.53  0.315
34 C 0.20 3.76 -4.74  -1.550
35 C -0.24 2.28 -4.76  0.055
36 C 1.04 1.40 -4.61  -0.371
37 O 0.68 -0.01 -4.58  -0.122
38 C 1.89 -0.75 -4.66  -0.824
39 N -1.18 1.92 -3.72  -0.183
40 H 0.96 3.96 -5.49  0.492
41 H 0.64 4.10 -3.80  0.282
42 H -0.72 4.31 -4.95  0.423
43 H -0.61 2.06 -5.77  0.225
44 H 1.54 1.55 -3.66  -0.187
45 H 1.63 1.60 -5.50  0.735
46 H 2.29 -0.77 -5.68  0.380
47 H 1.60 -1.77 -4.36  0.262
48 H 2.61 -0.52 -3.88  0.193
49 H -1.89 2.66 -3.70  0.199
50 H -0.77 1.94 -2.78  -0.084
51 C -3.62 0.47 2.72  -0.135
52 C -4.12 1.55 3.68  0.802
53 C -5.24 1.03 4.54  -1.154
54 O -6.21 0.32 3.76  -0.284
55 C -7.36 0.01 4.56  -0.822
56 N -3.09 2.11 4.57  -0.378
57 H -2.83 0.77 2.03  -0.595
58 H -4.48 0.10 2.16  0.509
59 H -3.20 -0.35 3.32  0.239
60 H -4.51 2.39 3.10  -0.236
61 H -5.68 1.85 5.12  0.497
62 H -4.89 0.31 5.30  0.414
63 H -7.68 -0.98 4.24  0.253
64 H -8.09 0.80 4.38  0.277
65 H -7.13 -0.09 5.62  0.352
66 H -2.74 1.33 5.13  0.343
67 H -2.28 2.26 3.97  -0.044
68 C -6.34 6.60 1.05  -1.371
69 C -5.24 6.38 0.02  0.509
70 C -4.72 4.92 -0.04  -0.890
71 O -4.46 4.36 1.23  -0.113
72 C -3.31 4.88 1.86  -0.263
73 N -5.73 6.73 -1.33  -0.727
74 H -6.68 7.63 0.92  0.403
75 H -6.06 6.40 2.08  0.298
76 H -7.21 5.97 0.85  0.325
77 H -4.40 7.06 0.23  0.327
78 H -3.88 4.87 -0.74  0.336
79 H -5.59 4.37 -0.39  0.360
80 H -3.53 5.75 2.50  0.311
81 H -2.54 5.23 1.17  0.373
82 H -2.95 4.12 2.55  -0.319
83 H -6.13 7.66 -1.18  0.268
84 H -4.93 6.86 -1.94  0.251
85 C 7.68 3.31 -0.75  -1.283
86 C 6.53 4.30 -0.86  0.511
87 C 5.13 3.72 -0.88  -0.598
88 O 4.99 2.83 -1.97  -0.428
89 C 3.68 2.37 -2.21  -0.116
90 N 6.63 5.31 0.21  -0.714
91 H 7.59 2.68 -1.65  0.316
92 H 7.64 2.68 0.14  0.250
93 H 8.70 3.70 -0.79  0.403
94 H 6.68 4.84 -1.80  0.150
95 H 4.41 4.52 -1.10  0.397
96 H 4.92 3.28 0.11  0.298
97 H 3.41 2.59 -3.24  0.273
98 H 2.88 2.78 -1.58  0.055
99 H 3.64 1.30 -2.00  0.060
100 H 6.18 4.96 1.05  0.242
101 H 7.59 5.57 0.37  0.275
102 C -2.17 -5.11 -2.03  -1.345
103 C -2.37 -4.91 -0.51  0.403
104 C -1.03 -4.60 0.18  0.144
105 O -1.33 -4.34 1.53  -0.506
106 C -0.18 -3.95 2.25  -0.279
107 N -3.24 -3.72 -0.47  -0.243
108 H -3.06 -5.11 -2.65  0.456
109 H -1.62 -6.03 -2.25  0.135
110 H -1.50 -4.35 -2.45  0.156
111 H -2.93 -5.71 -0.04  0.542
112 H -0.49 -3.79 -0.33  -0.098
113 H -0.42 -5.51 0.07  0.123
114 H 0.07 -2.89 2.07  -0.118
115 H 0.60 -4.69 2.07  0.301
116 H -0.39 -3.91 3.32  0.283
117 H -2.65 -2.92 -0.66  -0.343
118 H -3.51 -3.61 0.51  0.360
119 C 0.85 -0.53 4.25  -1.236
120 C 0.59 0.68 5.18  0.382
121 C 0.75 1.99 4.39  -0.106
122 O 1.04 3.08 5.23  -0.477
123 C -0.09 3.92 5.56  -0.442
124 N -0.80 0.49 5.64  -0.507
125 H 1.67 -0.29 3.58  0.190
126 H -0.03 -0.70 3.63  0.154
127 H 1.22 -1.34 4.88  0.454
128 H 1.30 0.62 6.01  0.320
129 H -0.05 2.05 3.64  -0.231
130 H 1.71 1.88 3.86  0.391
131 H -0.96 3.34 5.88  0.163
132 H -0.35 4.40 4.61  0.178
133 H 0.24 4.54 6.39  0.283
134 H -0.91 -0.40 6.11  0.196
135 H -1.03 1.14 6.39  0.292
136 C 0.40 -8.26 -1.76  -0.840
137 C 1.91 -8.57 -1.62  0.204
138 C 2.65 -7.19 -1.46  -0.369
139 O 2.56 -6.39 -2.63  -0.376
140 C 3.07 -5.09 -2.31  -0.583
141 N 2.09 -9.40 -0.43  -0.744
142 H -0.25 -9.12 -1.64  0.415
143 H 0.34 -7.92 -2.79  0.320
144 H 0.05 -7.53 -1.04  -0.185
145 H 2.25 -9.06 -2.53  0.405
146 H 3.68 -7.44 -1.19  0.285
147 H 2.13 -6.70 -0.63  0.131
148 H 3.34 -4.61 -3.25  0.306
149 H 3.90 -5.09 -1.61  0.383
150 H 2.21 -4.50 -1.98  0.088
151 H 1.78 -8.85 0.38  0.272
152 H 3.10 -9.39 -0.23  0.300
153 C -6.15 -2.73 -2.69  -1.667
154 C -5.06 -1.69 -2.96  0.352
155 C -4.89 -0.71 -1.81  -0.848
156 O -3.85 0.19 -2.12  -0.132
157 C -3.57 1.07 -1.04  -0.178
158 N -3.83 -2.36 -3.44  -0.289
159 H -6.01 -3.26 -1.75  0.314
160 H -6.17 -3.47 -3.50  0.443
161 H -7.11 -2.22 -2.70  0.478
162 H -5.48 -1.01 -3.71  0.270
163 H -4.79 -1.18 -0.82  0.359
164 H -5.86 -0.19 -1.72  0.421
165 H -2.72 1.73 -1.23  -0.267
166 H -3.35 0.59 -0.09  -0.055
167 H -4.48 1.67 -0.91  0.439
168 H -3.47 -2.96 -2.69  -0.024
169 H -4.15 -3.08 -4.07  0.304

Properties
**Multiplicity**: 1
**Charge**: +1

=====

Computed energy relative to the best compared isomer or geometry (same formula, charge and spin), in the same sequence as the records: 32.3, 17.1 kcal/mol.